Formula: CO3PS
Source: the Open Molecules 2025 dataset
Level of theory: the ωB97M-V functional and the def2-TZVPD basis

Element x y z (Å)
C (0.86222, 1.31882, -2.06988)
O (1.80339, 0.74269, -1.73172)
O (0.41643, -1.51169, 1.80796)
O (-1.89768, -1.84250, 2.44627)
P (-0.84660, -0.80179, 2.19991)
S (-0.33775, 2.09446, -2.65253)

Forces on the atoms, in the same order (eV/Å):
C 1.5 -0.8 0.1
O -0.5 0.3 0.1
O 0.9 1.0 -0.2
O -1.2 0.7 0.4
P 0.2 -1.7 -0.2
S -1.0 0.6 -0.2

energy above the lowest of the compared OMol25 structures with the same formula, charge and spin: 23.5 kJ/mol
net charge: -1
orbital gap: 0.2376 hartree
largest force on an atom: 0.0331 hartree/bohr
E: -1003.49605 a.u.
molar mass: 123.0 g/mol



Formula: C8H14NO
Source: the Open Molecules 2025 dataset
Level of theory: the ωB97M-V functional and the def2-TZVPD basis

Element x y z (Å)
C (-1.92340, -1.52333, -2.41104)
C (0.63083, 1.13472, -0.12840)
C (1.34557, 0.27908, -0.88485)
C (-0.86320, 1.10561, 0.00363)
C (0.60227, -0.66265, -1.64793)
C (-1.51126, 0.17174, -0.78933)
C (-0.79293, -0.68546, -1.67443)
O (1.08588, 2.36189, 0.26087)
H (1.65543, 2.71776, -0.34748)
H (2.43062, 0.50139, -0.99772)
H (-1.34768, 1.83810, 0.58736)
H (1.26595, -1.05743, -2.50289)
H (-2.55429, 0.34126, -0.89138)
H (-2.69291, -2.09351, -1.95195)
H (-1.46104, -2.23073, -3.19768)
H (-2.30126, -0.88503, -3.25586)
C (0.75321, 0.22011, 3.04268)
N (0.81887, -0.63440, 1.86765)
H (-0.08117, -0.69250, 1.38202)
H (1.77101, -0.16388, 1.29612)
H (1.11927, -1.58874, 2.16143)
H (0.27165, 1.26702, 2.74982)
H (1.68662, 0.51479, 3.55041)
H (0.09197, -0.23580, 3.77894)

Forces on the atoms, in the same order (eV/Å):
C 3.9 0.1 -4.9
C -4.0 2.8 -0.3
C 0.0 -0.1 -0.5
C 3.2 -2.2 -1.5
C 1.1 -0.3 -2.5
C 1.9 1.6 0.9
C -2.4 -1.0 1.2
O -1.4 -1.3 3.4
H 2.4 1.3 -2.3
H -0.9 -0.5 -0.3
H -0.4 0.8 0.4
H -1.5 -0.3 1.5
H -0.9 -0.6 0.0
H -0.4 0.1 1.2
H -0.2 0.3 1.6
H -0.4 0.1 1.4
C -2.2 3.4 1.3
N 5.2 -0.1 0.0
H 0.4 0.4 -0.6
H -4.1 -2.1 0.9
H -0.3 0.6 -0.4
H 0.9 -2.3 0.4
H 0.0 -0.8 -0.7
H 0.0 0.1 0.0

energy above the lowest of the compared OMol25 structures with the same formula, charge and spin: 295.7 kJ/mol
net charge: +1
orbital gap: 0.3205 hartree
largest force on an atom: 0.1210 hartree/bohr
E: -442.87422 a.u.
molar mass: 140.2 g/mol



Number 1: LUMO level 2.612 eV. Number 2: LUMO level -3.539 eV.